No. 1
A cluster of 11 separate species, C56H120N6O10 in total. Source: OMol25; level of theory: wB97M-V/def2-TZVPD.

Last column: Löwdin charge in e.
Atoms and positions in Å:
C1 2.075 1.391 7.958  -0.070
C2 3.428 1.246 7.231  -0.209
N1 3.433 1.202 5.726  -0.175
C3 2.864 2.369 5.127  -0.301
C4 3.478 2.706 3.803  -0.077
C5 2.930 -0.032 5.160  -0.285
C6 3.779 -1.235 5.452  -0.087
H1 2.343 1.276 9.013  0.073
H2 1.462 0.548 7.689  0.047
H3 1.582 2.352 7.777  0.074
H4 4.118 2.053 7.479  0.111
H5 3.935 0.308 7.428  0.094
H6 1.740 2.319 5.006  0.125
H7 2.949 3.210 5.778  0.105
H8 4.521 2.975 3.962  0.077
H9 3.412 1.809 3.157  0.057
H10 2.894 3.522 3.397  0.068
H11 2.984 0.095 4.075  0.072
H12 1.933 -0.317 5.450  0.106
H13 4.821 -0.892 5.356  0.083
H14 3.479 -1.978 4.725  0.050
H15 3.709 -1.705 6.431  0.072
C7 5.710 -2.831 2.602  -0.089
C8 5.140 -1.711 1.760  -0.270
N2 6.121 -0.952 1.024  -0.193
C9 6.898 -1.701 0.089  -0.270
C10 6.041 -2.440 -1.011  -0.062
C11 7.129 -0.285 1.898  -0.222
C12 6.523 0.762 2.881  -0.064
H16 6.344 -2.506 3.402  0.063
H17 6.355 -3.443 1.977  0.064
H18 4.960 -3.490 3.050  0.068
H19 4.458 -2.124 1.022  0.098
H20 4.586 -1.128 2.511  0.096
H21 7.532 -2.457 0.613  0.111
H22 7.594 -0.970 -0.317  0.104
H23 5.229 -1.855 -1.399  0.042
H24 5.654 -3.396 -0.611  0.072
H25 6.637 -2.790 -1.853  0.063
H26 7.687 -1.063 2.468  0.114
H27 7.779 0.226 1.205  0.100
H28 7.282 1.097 3.542  0.058
H29 6.105 1.598 2.303  0.076
H30 5.739 0.387 3.534  0.040
C13 -0.702 -2.641 -5.975  -0.082
C14 -0.010 -3.820 -5.273  -0.229
N3 -0.837 -4.504 -4.263  -0.205
C15 -0.906 -3.871 -2.957  -0.247
C16 0.468 -3.424 -2.429  -0.078
C17 -2.116 -4.859 -4.766  -0.300
C18 -2.051 -5.837 -5.939  -0.091
H31 -1.040 -1.887 -5.273  0.063
H32 -1.525 -3.011 -6.568  0.056
H33 -0.001 -2.209 -6.686  0.070
H34 0.249 -4.589 -6.005  0.106
H35 0.905 -3.402 -4.797  0.092
H36 -1.606 -3.054 -2.994  0.098
H37 -1.356 -4.580 -2.215  0.123
H38 0.410 -3.215 -1.361  0.052
H39 1.222 -4.195 -2.583  0.082
H40 0.806 -2.488 -2.917  0.051
H41 -2.732 -3.964 -5.062  0.117
H42 -2.706 -5.362 -3.949  0.130
H43 -1.624 -5.410 -6.840  0.059
H44 -3.065 -5.971 -6.341  0.075
H45 -1.683 -6.814 -5.671  0.073
C19 -4.974 1.052 -2.362  -0.079
C20 -5.996 2.054 -2.913  -0.269
N4 -6.190 1.968 -4.354  -0.202
C21 -6.773 3.213 -4.853  -0.276
C22 -5.853 4.410 -4.733  -0.089
C23 -7.106 0.840 -4.667  -0.241
C24 -6.905 0.326 -6.103  -0.079
H46 -3.947 1.314 -2.614  0.044
H47 -5.208 0.014 -2.653  0.070
H48 -5.020 1.045 -1.251  0.074
H49 -6.976 1.976 -2.380  0.129
H50 -5.567 3.007 -2.687  0.082
H51 -6.912 3.081 -5.945  0.116
H52 -7.746 3.396 -4.293  0.131
H53 -5.743 4.713 -3.671  0.069
H54 -4.868 4.050 -5.083  0.073
H55 -6.154 5.227 -5.384  0.075
H56 -8.159 1.150 -4.472  0.117
H57 -6.909 0.005 -3.963  0.107
H58 -5.875 0.058 -6.276  0.056
H59 -7.199 1.060 -6.867  0.069
H60 -7.541 -0.496 -6.386  0.061
C25 -1.304 0.395 -1.665  -0.073
C26 -0.731 0.114 -0.299  -0.249
N5 0.533 0.778 -0.092  -0.157
C27 1.681 -0.095 -0.396  -0.193
C28 3.019 0.705 -0.402  -0.042
C29 0.676 1.331 1.235  -0.256
C30 0.904 0.488 2.465  -0.066
H61 -0.693 -0.024 -2.491  0.055
H62 -1.363 1.434 -2.010  0.053
H63 -2.318 -0.090 -1.691  0.080
H64 -1.405 0.369 0.502  0.102
H65 -0.620 -0.925 -0.147  0.076
H66 1.680 -0.922 0.338  0.092
H67 1.514 -0.505 -1.402  0.097
H68 3.002 1.562 -1.078  0.061
H69 3.262 1.016 0.580  0.042
H70 3.820 0.037 -0.658  0.046
H71 -0.241 1.887 1.401  0.093
H72 1.472 2.086 1.185  0.088
H73 0.112 -0.257 2.504  0.068
H74 0.817 1.103 3.363  0.072
H75 1.874 0.036 2.508  0.037
C31 -1.099 -4.981 4.831  -0.080
C32 -1.201 -4.958 3.319  -0.266
N6 -0.435 -3.879 2.743  -0.194
C33 0.908 -4.285 2.478  -0.254
C34 1.811 -3.058 2.420  -0.067
C35 -1.057 -3.255 1.599  -0.258
C36 -2.291 -2.381 1.890  -0.055
H76 -1.727 -5.779 5.196  0.065
H77 -1.520 -4.038 5.243  0.070
H78 -0.092 -5.166 5.199  0.066
H79 -0.972 -5.963 2.953  0.118
H80 -2.257 -4.756 3.141  0.108
H81 0.955 -4.890 1.533  0.131
H82 1.219 -4.922 3.310  0.112
H83 1.634 -2.485 1.542  0.023
H84 2.867 -3.308 2.461  0.046
H85 1.605 -2.417 3.320  0.089
H86 -0.396 -2.547 1.158  0.058
H87 -1.311 -3.987 0.806  0.122
H88 -2.998 -2.897 2.507  0.058
H89 -1.926 -1.478 2.385  0.056
H90 -2.730 -2.057 0.942  0.075
O1 -0.661 5.128 2.173  0.104
C37 -0.145 4.931 1.089  -0.500
C38 1.323 4.947 0.684  -0.071
C39 1.386 4.792 -0.808  -0.127
C40 -0.022 4.278 -1.124  -0.093
O2 -0.852 4.604 0.051  0.018
H91 1.896 5.744 1.085  0.115
H92 1.779 4.053 1.136  0.104
H93 1.574 5.731 -1.293  0.109
H94 2.102 4.056 -1.162  0.105
H95 -0.619 4.628 -1.963  0.129
H96 -0.032 3.192 -1.197  0.082
O3 -4.933 -1.152 5.523  0.148
C41 -3.825 -0.847 5.749  -0.527
C42 -3.220 0.103 6.735  -0.043
C43 -1.735 0.321 6.204  -0.114
C44 -1.517 -1.047 5.609  -0.191
O4 -2.798 -1.490 5.167  0.010
H97 -3.780 0.996 6.956  0.115
H98 -3.235 -0.483 7.663  0.132
H99 -1.673 1.114 5.463  0.102
H100 -1.065 0.515 7.006  0.085
H101 -0.760 -1.041 4.831  0.102
H102 -1.054 -1.759 6.365  0.139
O5 -3.440 3.194 -7.827  0.138
C45 -2.737 2.644 -7.062  -0.478
C46 -3.013 1.485 -6.089  -0.081
C47 -1.816 1.535 -5.182  -0.171
C48 -0.691 2.067 -6.064  -0.140
O6 -1.377 2.888 -7.073  0.003
H103 -3.946 1.696 -5.573  0.089
H104 -3.097 0.527 -6.635  0.137
H105 -1.986 2.306 -4.354  0.138
H106 -1.568 0.570 -4.725  0.098
H107 0.029 2.702 -5.542  0.114
H108 -0.133 1.304 -6.590  0.114
O7 1.171 1.966 -2.978  0.107
C49 1.877 1.274 -3.662  -0.478
C50 3.301 1.578 -4.134  -0.066
C51 3.616 0.456 -5.147  -0.147
C52 2.673 -0.645 -4.692  -0.117
O8 1.472 0.078 -4.193  -0.026
H109 3.241 2.538 -4.700  0.137
H110 4.045 1.708 -3.393  0.103
H111 3.343 0.944 -6.124  0.129
H112 4.646 0.133 -5.242  0.113
H113 2.363 -1.421 -5.388  0.115
H114 3.111 -1.111 -3.779  0.131
O9 -2.095 1.563 2.799  0.085
C53 -2.821 2.514 2.571  -0.443
C54 -3.373 3.063 1.281  -0.061
C55 -3.874 4.453 1.659  -0.138
C56 -3.777 4.512 3.180  -0.151
O10 -3.236 3.261 3.628  0.024
H115 -2.596 3.042 0.513  0.110
H116 -4.162 2.356 1.013  0.127
H117 -3.230 5.245 1.276  0.100
H118 -4.854 4.688 1.260  0.109
H119 -3.096 5.327 3.357  0.103
H120 -4.634 4.705 3.843  0.129

* SMILES string: CCN(CC)CC.CCN(CC)CC.CCN(CC)CC.CCN(CC)CC.CCN(CC)CC.CCN(CC)CC.O=C1CCCO1.O=C1CCCO1.O=C1CCCO1.O=C1CCCO1.O=C1CCCO1
* charge: 0
* Kohn-Sham gap: 8.48 eV
* 2S+1: 1
* HOMO: -8.2004 eV

---

No. 2
A cluster of 8 separate species, C56H122N10O8 in total. Source: OMol25; level of theory: wB97M-V/def2-TZVPD.

Last column: Mulliken spin population.
Atoms and positions in Å:
C1 1.208 2.724 -8.071  0.000
C2 0.626 3.145 -6.673  -0.002
C3 1.230 2.114 -5.757  -0.002
C4 1.146 2.488 -4.259  -0.007
C5 1.557 3.960 -3.999  0.008
C6 0.844 5.023 -4.839  -0.011
N1 0.953 4.506 -6.239  0.002
O1 0.454 5.501 -7.193  0.000
C7 -0.551 5.185 -4.293  -0.018
C8 1.650 6.298 -4.710  0.001
C9 -0.903 2.931 -6.627  0.002
H1 2.298 2.734 -8.056  0.000
H2 0.995 3.577 -8.716  0.000
H3 0.807 1.801 -8.489  0.000
H4 0.532 1.276 -5.733  0.002
H5 2.232 1.752 -5.987  0.000
H6 1.746 1.836 -3.624  0.002
H7 0.134 2.247 -3.936  -0.001
H8 2.642 4.017 -4.093  0.000
H9 1.479 4.148 -2.929  0.000
H10 -1.244 5.658 -4.988  -0.001
H11 -1.019 4.322 -3.820  0.008
H12 -0.589 5.854 -3.433  0.004
H13 2.624 6.028 -5.119  0.000
H14 1.118 7.012 -5.338  0.000
H15 1.698 6.720 -3.706  0.000
H16 -1.399 3.099 -5.671  0.000
H17 -0.970 1.897 -6.965  0.000
H18 -1.436 3.489 -7.397  0.000
H19 -0.466 5.484 -6.919  0.000
C10 1.463 -4.631 2.847  0.018
C11 2.868 -4.329 2.184  -0.022
C12 3.998 -4.840 3.053  0.001
C13 4.224 -6.333 3.055  0.001
C14 4.280 -6.953 1.661  0.000
C15 3.221 -6.404 0.686  -0.003
N2 3.074 -4.945 0.791  0.007
O2 2.177 -4.488 -0.131  -0.001
C16 3.719 -6.628 -0.796  0.000
C17 1.890 -7.230 0.897  0.002
C18 3.220 -2.825 2.158  0.008
H20 1.237 -3.832 3.553  -0.001
H21 1.536 -5.598 3.345  0.001
H22 0.689 -4.737 2.086  -0.003
H23 4.949 -4.396 2.760  0.000
H24 3.845 -4.677 4.119  0.000
H25 3.578 -6.912 3.714  0.000
H26 5.131 -6.496 3.637  0.000
H27 3.972 -7.978 1.868  0.000
H28 5.254 -7.090 1.190  0.000
H29 2.903 -6.539 -1.513  0.000
H30 4.605 -6.115 -1.169  0.000
H31 4.005 -7.674 -0.903  0.000
H32 1.492 -7.260 1.912  -0.001
H33 1.152 -6.895 0.168  0.001
H34 2.228 -8.244 0.687  0.000
H35 4.102 -2.635 1.546  -0.001
H36 3.491 -2.509 3.166  0.003
H37 2.384 -2.317 1.676  -0.004
H38 2.527 -3.620 -0.346  0.001
C19 -0.836 0.336 -1.979  0.023
C20 -1.758 1.104 -0.969  0.081
C21 -3.191 0.474 -1.002  -0.160
C22 -3.225 -0.828 -0.252  -0.005
C23 -2.834 -0.656 1.257  -0.520
C24 -1.343 -0.201 1.307  0.375
N3 -1.234 1.012 0.423  -0.094
O3 0.003 1.605 0.521  0.038
C25 -1.154 0.166 2.834  -0.253
C26 -0.375 -1.361 1.027  -0.051
C27 -1.738 2.631 -1.376  -0.170
H39 0.194 0.692 -1.954  -0.014
H40 -1.201 0.445 -3.000  0.006
H41 -0.868 -0.746 -1.855  0.012
H42 -3.835 1.251 -0.590  0.052
H43 -3.513 0.328 -2.034  -0.004
H44 -2.543 -1.521 -0.744  0.000
H45 -4.219 -1.251 -0.398  0.058
H46 -2.954 -1.563 1.850  0.015
H47 -3.495 0.066 1.734  0.207
H48 -0.288 0.815 2.966  0.038
H49 -1.959 0.874 3.028  0.018
H50 -1.232 -0.649 3.554  0.043
H51 -0.241 -1.513 -0.044  0.012
H52 0.656 -1.106 1.273  0.000
H53 -0.730 -2.273 1.507  -0.016
H54 -0.689 2.910 -1.478  0.015
H55 -2.124 3.317 -0.622  0.155
H56 -2.372 2.767 -2.253  -0.027
H57 -0.118 2.313 1.158  0.034
C28 4.964 -4.590 -3.837  0.000
C29 4.353 -4.230 -5.190  -0.001
C30 3.207 -5.210 -5.569  0.000
C31 1.897 -5.006 -4.786  0.000
C32 1.458 -3.565 -5.081  0.000
C33 2.502 -2.390 -4.889  -0.005
N4 3.829 -2.812 -5.302  0.001
O4 4.814 -1.814 -5.143  0.000
C34 2.131 -1.246 -5.875  0.000
C35 2.444 -1.931 -3.447  0.003
C36 5.409 -4.299 -6.402  0.000
H58 5.796 -3.941 -3.563  0.000
H59 5.403 -5.584 -3.757  0.000
H60 4.336 -4.489 -2.952  0.000
H61 2.916 -5.116 -6.615  0.000
H62 3.715 -6.166 -5.440  0.000
H63 2.256 -5.032 -3.757  0.001
H64 1.152 -5.770 -5.008  0.000
H65 0.601 -3.395 -4.429  0.001
H66 0.908 -3.452 -6.016  0.000
H67 2.603 -0.313 -5.565  0.000
H68 2.606 -1.544 -6.809  0.000
H69 1.066 -1.090 -6.048  0.001
H70 2.585 -2.806 -2.813  -0.002
H71 3.216 -1.186 -3.254  0.000
H72 1.441 -1.578 -3.208  -0.001
H73 5.795 -5.276 -6.690  0.000
H74 6.335 -3.834 -6.064  0.000
H75 5.221 -3.758 -7.329  0.000
H76 5.352 -2.220 -4.459  0.000
C37 1.984 5.484 3.139  0.018
C38 1.216 5.610 1.755  0.017
C39 0.081 4.553 1.665  -0.227
C40 -1.322 5.038 2.206  0.123
C41 -1.772 6.247 1.435  0.129
C42 -0.697 7.114 0.714  -0.250
N5 0.627 6.983 1.539  0.043
O5 1.539 8.026 1.470  0.003
C43 -0.517 6.587 -0.731  0.094
C44 -1.239 8.513 0.756  0.040
C45 2.196 5.285 0.653  0.004
H77 2.437 6.457 3.327  0.001
H78 2.728 4.691 3.220  0.002
H79 1.321 5.225 3.965  0.007
H80 -0.081 4.101 0.687  -0.034
H81 0.332 3.677 2.263  0.029
H82 -1.169 5.382 3.229  -0.047
H83 -2.017 4.199 2.225  0.001
H84 -2.563 6.699 2.033  0.057
H85 -2.381 5.731 0.694  0.084
H86 -0.515 5.500 -0.802  -0.016
H87 -1.333 7.045 -1.291  0.021
H88 0.314 7.021 -1.287  -0.002
H89 -0.586 9.361 0.548  0.006
H90 -2.211 8.582 0.267  -0.001
H91 -1.437 8.725 1.806  -0.002
H92 1.898 5.480 -0.377  0.001
H93 2.372 4.211 0.720  0.007
H94 3.076 5.921 0.751  0.000
H95 1.806 8.249 2.364  -0.002
C46 -0.759 -2.060 9.838  0.001
C47 -1.963 -2.632 9.155  -0.046
C48 -3.233 -1.705 9.529  0.027
C49 -3.405 -0.420 8.764  0.013
C50 -3.494 -0.835 7.298  0.961
C51 -2.251 -1.595 6.827  -1.650
N6 -1.715 -2.614 7.760  0.172
O6 -0.635 -3.390 7.262  0.011
C52 -2.731 -2.383 5.489  0.246
C53 -1.179 -0.609 6.432  0.568
C54 -2.304 -4.117 9.565  0.011
H96 -0.965 -2.318 10.877  0.002
H97 -0.610 -0.986 9.725  -0.004
H98 0.220 -2.397 9.498  0.004
H99 -4.123 -2.320 9.391  0.002
H100 -3.117 -1.630 10.610  -0.021
H101 -2.522 0.177 8.991  -0.002
H102 -4.312 0.124 9.029  -0.005
H103 -3.615 0.105 6.761  -0.258
H104 -4.400 -1.318 6.932  0.090
H105 -1.777 -2.527 4.981  0.120
H106 -3.213 -3.326 5.750  -0.080
H107 -3.276 -1.814 4.736  0.135
H108 -1.525 0.375 6.113  -0.123
H109 -0.664 -0.210 7.306  0.010
H110 -0.500 -1.032 5.692  0.051
H111 -1.416 -4.728 9.400  0.003
H112 -3.075 -4.566 8.939  -0.004
H113 -2.404 -4.356 10.624  0.001
H114 -1.093 -3.878 6.574  0.004
C55 -6.058 1.650 1.004  2.861
O7 -6.418 1.546 -0.170  -0.935
N7 -5.504 2.687 1.548  -0.207
N8 -6.204 0.693 1.889  -0.411
H115 -5.248 2.737 2.524  -0.378
H116 -5.735 3.529 1.042  0.041
H117 -6.607 -0.185 1.594  -0.077
H118 -5.851 0.913 2.810  -0.128
C56 -6.846 -0.121 -3.527  0.042
O8 -7.057 -1.150 -4.260  0.000
N9 -7.259 1.060 -3.820  -0.017
N10 -6.214 -0.158 -2.423  -0.057
H119 -6.884 1.915 -3.435  0.004
H120 -7.938 1.127 -4.564  -0.007
H121 -5.831 -1.047 -2.138  0.010
H122 -6.081 0.604 -1.773  0.046

* charge: -1
* Kohn-Sham gap (spin up / spin down): 1.96 / 7.76 eV
* 2S+1: 2
* expectation value of S²: 0.751
* HOMO (spin up / spin down): -0.1620 / -5.9705 eV